1.
{"formula": "C13H15N3OS2", "method": "the ωB97M-V functional and the def2-TZVPD basis", "energy_ha": -1540.26014, "lumo_ha": 0.0132, "relative_energy_kcal_mol": 25.2, "gap_ev": 8.4, "homo_ha": -0.2958, "charge": 0, "smiles": "CC(C)c1nnc(NC(=O)CSc2ccccc2)s1", "species": ["C", "C", "C", "C", "N", "N", "C", "N", "C", "O", "C", "S", "C", "C", "C", "C", "C", "C", "S", "H", "H", "H", "H", "H", "H", "H", "H", "H", "H", "H", "H", "H", "H", "H"], "coordinates": [[-0.86, 5.28, -2.51], [0.18, 4.81, -1.49], [1.60, 4.94, -2.04], [-0.10, 3.40, -1.13], [0.44, 2.37, -1.67], [0.00, 1.20, -1.23], [-0.92, 1.30, -0.33], [-1.55, 0.27, 0.31], [-1.45, -1.10, 0.15], [-2.09, -1.82, 0.87], [-0.54, -1.57, -0.96], [-0.03, -3.30, -0.70], [0.83, -3.24, 0.84], [1.24, -2.07, 1.46], [1.92, -2.13, 2.66], [2.20, -3.34, 3.25], [1.80, -4.52, 2.63], [1.12, -4.47, 1.43], [-1.32, 2.97, 0.07], [-1.87, 5.20, -2.11], [-0.79, 4.69, -3.41], [-0.68, 6.33, -2.76], [0.08, 5.42, -0.58], [1.71, 4.32, -2.93], [1.79, 5.98, -2.31], [2.33, 4.63, -1.31], [-2.20, 0.54, 1.04], [-1.11, -1.59, -1.90], [0.32, -0.92, -1.10], [1.04, -1.10, 1.01], [2.23, -1.21, 3.14], [2.72, -3.38, 4.20], [2.01, -5.47, 3.08], [0.79, -5.37, 0.94]], "mulliken_charge": [-1.3119, 0.7402, -1.5127, 0.0839, -0.7563, -0.0484, 0.4162, -0.0343, 0.2717, -0.5931, -0.5994, -0.1816, 0.7861, -0.2325, -0.6516, -0.5085, -0.4678, -0.6976, -0.2239, 0.3612, 0.3440, 0.3789, 0.3043, 0.3249, 0.4247, 0.3643, 0.2199, 0.4974, 0.4891, 0.3419, 0.3720, 0.3667, 0.3643, 0.3680]}


2.
{"formula": "C18H42B2N7O8S2", "method": "the ωB97M-V functional and the def2-TZVPD basis", "energy_ha": -2542.36419, "lumo_ha": -0.0892, "gap_ev": 9.0, "homo_ha": -0.4203, "charge": 1, "species": ["C", "C", "O", "B", "O", "N", "C", "C", "C", "C", "C", "C", "C", "S", "C", "N", "N", "C", "O", "C", "N", "C", "C", "O", "C", "N", "N", "B", "N", "O", "H", "H", "H", "H", "H", "H", "H", "H", "H", "H", "H", "H", "H", "H", "H", "H", "H", "H", "H", "H", "H", "H", "H", "H", "H", "H", "H", "H", "H", "H", "H", "H", "H", "H", "O", "S", "O", "O", "C", "C", "C", "H", "H", "H", "H", "H", "H", "H", "H"], "coordinates": [[2.34, -0.78, 2.98], [1.16, 0.00, 3.56], [0.47, 0.77, 2.56], [1.00, 1.90, 2.06], [2.18, 2.47, 2.50], [0.16, 2.58, 1.03], [0.51, 3.99, 0.66], [1.33, 4.07, -0.63], [2.71, 3.42, -0.46], [3.53, 3.20, -1.75], [4.06, 1.76, -1.74], [5.29, 1.45, -2.61], [5.02, 0.56, -3.81], [4.19, -1.04, -3.47], [4.79, -1.45, -1.88], [4.47, -0.97, -0.72], [5.20, -1.70, 0.22], [5.88, -2.56, -0.45], [5.69, -2.46, -1.78], [-0.35, 1.82, 0.02], [0.15, 0.63, -0.37], [-0.61, -0.61, -0.07], [-0.58, -1.64, -1.22], [0.55, -1.33, -2.02], [-1.86, -1.74, -2.05], [-3.10, -1.85, -1.29], [-1.41, 2.29, -0.64], [-2.03, 1.77, -1.89], [-3.44, 1.66, -1.93], [-1.18, 1.40, -2.89], [3.28, -0.52, 3.47], [2.47, -0.59, 1.91], [2.20, -1.86, 3.10], [0.41, -0.68, 3.96], [1.47, 0.66, 4.37], [2.98, 2.03, 2.19], [1.05, 4.44, 1.49], [-0.42, 4.56, 0.55], [1.49, 5.13, -0.86], [0.79, 3.66, -1.48], [3.27, 4.03, 0.25], [2.59, 2.43, -0.02], [2.87, 3.37, -2.61], [4.35, 3.92, -1.83], [3.24, 1.08, -1.99], [4.33, 1.54, -0.70], [6.07, 0.98, -2.00], [5.71, 2.38, -2.99], [5.93, 0.37, -4.37], [4.32, 1.06, -4.49], [6.54, -3.30, -0.05], [1.14, 0.54, -0.22], [-1.64, -0.31, 0.14], [-0.17, -1.04, 0.82], [-0.42, -2.62, -0.75], [0.64, -2.00, -2.70], [-1.77, -2.64, -2.67], [-1.93, -0.89, -2.73], [-3.48, -0.92, -1.10], [-2.93, -2.27, -0.38], [-1.86, 3.09, -0.21], [-3.92, 1.90, -2.79], [-3.96, 2.04, -1.15], [-1.59, 1.39, -3.77], [-3.94, -3.13, 2.00], [-5.31, -3.16, 1.56], [-5.92, -1.93, 1.16], [-6.19, -3.89, 2.65], [-6.12, -3.41, 4.02], [-6.86, -2.11, 4.23], [-5.49, -4.34, 0.27], [-5.07, -3.33, 4.30], [-6.56, -4.22, 4.60], [-6.39, -1.29, 3.69], [-6.86, -1.88, 5.29], [-7.89, -2.20, 3.88], [-5.04, -5.28, 0.58], [-4.98, -3.93, -0.60], [-6.55, -4.47, 0.06]], "mulliken_charge": [-0.7819, -0.3718, -0.4893, 0.6627, -0.5338, 0.2022, -1.1974, -0.6257, 0.7029, -1.0289, 0.3533, -1.3579, -0.7447, -0.1858, 0.1808, 0.3828, -0.6507, -0.0269, -0.2864, -1.1110, 0.7696, -0.7386, -0.0645, -0.4662, -1.0147, -0.4988, 0.1028, 0.2025, -0.4178, -0.4566, 0.3075, 0.0703, 0.3402, 0.3421, 0.3838, 0.3416, 0.5939, 0.3850, 0.5222, 0.2624, 0.3944, -0.8090, 0.3084, 0.4458, 0.0922, 0.2383, 0.3921, 0.4751, 0.4824, 0.3899, 0.4199, 0.1058, 0.6795, 0.1787, 0.4899, 0.3423, 0.4276, 0.3409, 0.3164, 0.2019, 0.2934, 0.1839, 0.2078, 0.3321, -0.6725, 1.2503, -0.6337, -0.2536, -0.3399, -0.9627, -0.9451, 0.3230, 0.2845, 0.2860, 0.3859, 0.2675, 0.3234, 0.3561, 0.3421]}


3.
{"formula": "C16H18AsMnN2O7S2", "method": "the ωB97M-V functional and the def2-TZVPD basis", "energy_ha": -5440.00789, "lumo_ha": [0.0971, 0.0970], "relative_energy_kcal_mol": 0.9, "gap_ev": [7.6, 7.9], "s2": 8.7545, "homo_ha": [-0.1836, -0.1926], "charge": -1, "spin_multiplicity": 6, "species": ["Mn", "O", "As", "O", "O", "C", "C", "C", "C", "C", "C", "S", "O", "O", "O", "H", "H", "H", "H", "H", "O", "N", "C", "C", "C", "C", "C", "S", "H", "H", "H", "H", "C", "C", "C", "C", "C", "N", "H", "H", "H", "H", "H", "H", "H", "H", "H"], "coordinates": [[0.75, -0.40, 0.41], [-1.88, -3.24, 1.94], [-1.03, -3.00, 0.41], [-0.98, -4.38, -0.44], [0.45, -2.31, 0.83], [-2.27, -1.81, -0.56], [-2.87, -2.47, -1.63], [-3.80, -1.83, -2.44], [-4.16, -0.52, -2.19], [-3.57, 0.16, -1.13], [-2.64, -0.48, -0.33], [-1.91, 0.52, 0.94], [-0.77, 1.21, 0.28], [-2.91, 1.44, 1.41], [-1.38, -0.41, 1.93], [-1.83, -2.38, 2.39], [-2.59, -3.50, -1.81], [-4.26, -2.38, -3.26], [-4.89, -0.01, -2.81], [-3.84, 1.18, -0.91], [0.34, -0.96, -1.65], [1.43, -1.51, -2.14], [1.30, -2.65, -2.84], [2.38, -3.24, -3.43], [3.63, -2.65, -3.29], [3.76, -1.51, -2.52], [2.65, -0.92, -1.90], [2.74, 0.44, -0.84], [0.29, -3.04, -2.85], [2.24, -4.16, -3.98], [4.51, -3.09, -3.75], [4.72, -1.05, -2.36], [1.26, 3.66, 1.15], [1.13, 3.08, 2.56], [-0.30, 3.25, 3.09], [2.13, 3.74, 3.51], [1.44, 1.64, 2.48], [1.69, 0.52, 2.43], [1.02, 4.73, 1.18], [0.56, 3.17, 0.47], [2.27, 3.54, 0.76], [-0.53, 4.31, 3.16], [-0.41, 2.80, 4.08], [-1.02, 2.78, 2.42], [1.92, 4.81, 3.57], [3.16, 3.61, 3.16], [2.06, 3.32, 4.52]], "lowdin_spin": [4.6629, 0.0033, 0.0106, 0.0038, 0.0702, 0.0015, 0.0004, 0.0001, 0.0002, 0.0000, 0.0008, 0.0052, 0.0408, 0.0045, 0.0225, 0.0001, 0.0001, 0.0000, 0.0000, 0.0000, 0.0442, 0.0063, 0.0040, 0.0020, 0.0043, 0.0023, 0.0138, 0.0454, 0.0002, 0.0001, 0.0003, 0.0005, 0.0011, 0.0023, 0.0004, 0.0010, 0.0222, 0.0219, 0.0001, 0.0001, 0.0000, 0.0000, 0.0000, 0.0001, 0.0001, 0.0000, 0.0001]}


4.
{"formula": "C49H46NO6P2PdS", "method": "the ωB97M-V functional and the def2-TZVPD basis", "energy_ha": -3609.50303, "lumo_ha": -0.1455, "relative_energy_kcal_mol": 34.2, "gap_ev": 4.9, "homo_ha": -0.3259, "charge": 1, "species": ["C", "S", "C", "C", "C", "N", "H", "H", "H", "H", "H", "H", "H", "C", "C", "C", "C", "O", "P", "O", "C", "C", "C", "C", "C", "C", "O", "C", "C", "C", "C", "C", "C", "Pd", "P", "O", "C", "C", "C", "C", "C", "C", "O", "C", "C", "C", "C", "C", "C", "O", "C", "C", "C", "C", "C", "C", "C", "C", "C", "C", "C", "C", "C", "C", "C", "C", "C", "H", "H", "H", "H", "H", "H", "H", "H", "H", "H", "H", "H", "H", "H", "H", "H", "H", "H", "H", "H", "H", "H", "H", "H", "H", "H", "H", "H", "H", "H", "H", "H", "H", "H", "H", "H", "H", "H", "H"], "coordinates": [[5.66, 6.23, -0.14], [4.90, 4.58, -0.48], [6.03, 3.56, 0.50], [3.15, 4.63, 0.57], [2.58, 5.76, -0.24], [2.04, 6.53, -0.90], [4.99, 7.04, -0.38], [6.04, 6.30, 0.86], [6.47, 6.30, -0.78], [5.65, 2.54, 0.43], [6.96, 3.64, -0.04], [6.10, 3.94, 1.51], [3.57, 4.92, 1.53], [-3.02, -5.06, 0.42], [-3.50, -4.28, 1.48], [-3.81, -2.93, 1.30], [-3.57, -2.36, 0.07], [-3.49, -0.99, -0.11], [-2.68, 0.06, 0.87], [-3.17, 1.48, 0.19], [-4.34, 1.75, -0.53], [-5.40, 2.32, 0.18], [-6.61, 2.51, -0.49], [-6.72, 2.20, -1.86], [-5.61, 1.69, -2.55], [-4.40, 1.48, -1.89], [-3.45, -0.05, 2.29], [-3.61, 0.95, 3.25], [-4.50, 0.63, 4.26], [-4.74, 1.60, 5.25], [-4.08, 2.84, 5.18], [-3.17, 3.13, 4.15], [-2.94, 2.16, 3.17], [-0.41, -0.25, 0.81], [0.32, -1.15, -1.09], [0.19, -2.75, -1.13], [0.75, -3.74, -1.97], [1.49, -4.73, -1.32], [2.17, -5.65, -2.12], [2.05, -5.60, -3.51], [1.24, -4.65, -4.12], [0.54, -3.73, -3.35], [-0.32, -0.57, -2.51], [0.37, 0.09, -3.54], [0.38, -0.52, -4.80], [1.24, 0.01, -5.76], [1.98, 1.17, -5.49], [1.88, 1.81, -4.25], [1.07, 1.26, -3.25], [1.92, -0.90, -1.40], [3.01, -1.75, -1.19], [3.71, -2.19, -2.32], [4.72, -3.13, -2.10], [5.03, -3.54, -0.80], [4.36, -3.01, 0.31], [3.34, -2.08, 0.11], [1.28, 1.00, 1.77], [0.79, 0.36, 3.09], [0.70, -1.05, 3.27], [0.06, -1.58, 4.40], [-0.50, -0.75, 5.37], [-0.41, 0.63, 5.19], [0.28, 1.18, 4.11], [1.47, 2.44, 1.59], [2.25, 3.29, 0.62], [-3.23, -3.13, -1.05], [-2.91, -4.49, -0.86], [-2.73, -6.13, 0.58], [-3.60, -4.74, 2.47], [-4.18, -2.34, 2.12], [-5.28, 2.62, 1.22], [-7.45, 2.95, 0.04], [-7.69, 2.35, -2.37], [-5.68, 1.47, -3.62], [-3.53, 1.07, -2.40], [-5.00, -0.34, 4.33], [-5.42, 1.39, 6.09], [-4.28, 3.62, 5.94], [-2.65, 4.09, 4.09], [-2.23, 2.35, 2.37], [1.55, -4.74, -0.22], [2.78, -6.41, -1.63], [2.61, -6.29, -4.12], [1.13, -4.62, -5.19], [-0.17, -3.01, -3.76], [-0.25, -1.39, -5.00], [1.31, -0.48, -6.74], [2.62, 1.60, -6.26], [2.40, 2.74, -4.05], [0.98, 1.72, -2.27], [3.49, -1.83, -3.32], [5.28, -3.54, -2.95], [5.81, -4.30, -0.64], [4.62, -3.31, 1.33], [2.78, -1.64, 0.94], [2.05, 0.32, 1.35], [1.12, -1.71, 2.52], [-0.02, -2.66, 4.52], [-1.07, -1.18, 6.22], [-0.89, 1.27, 5.91], [0.41, 2.25, 4.03], [0.72, 2.92, 2.21], [2.66, 2.51, -0.06], [1.38, 3.78, 0.19], [-3.14, -2.68, -2.03], [-2.56, -5.10, -1.71]], "mulliken_charge": [-1.0631, 0.3257, -0.9503, -0.0053, 0.0411, -0.3605, 0.4321, 0.3694, 0.4333, 0.3448, 0.4374, 0.3852, 0.6401, -0.7175, -0.4568, -0.5331, 0.1464, -0.2460, 1.5619, -0.2452, 0.2794, -0.3329, -0.4994, -0.6143, -0.4937, -0.4186, -0.5641, 0.1687, -0.3634, -0.5614, -0.5685, -0.8716, 0.1062, -0.5911, 0.7350, -0.1414, 0.1497, -0.2026, -0.5641, -0.6206, -0.7133, -0.4096, 0.1666, 0.1539, -0.2159, -0.7043, -0.6203, -0.6092, -0.0468, 0.1070, 0.5113, -0.5201, -0.5879, -0.5811, -0.6755, 0.0103, 0.5028, 0.8053, 0.2934, -0.8074, -0.5963, -0.4879, -0.9341, -1.1440, -1.0469, -0.3629, -0.3180, 0.3584, 0.3990, 0.6218, 0.4532, 0.3815, 0.3436, 0.3841, 0.4599, 0.4347, 0.3867, 0.3517, 0.4027, 0.4131, 0.4372, 0.4420, 0.4249, 0.4645, 0.4930, 0.4421, 0.4057, 0.3913, 0.4291, 0.3518, 0.4982, 0.4268, 0.3661, 0.4203, -0.1411, 0.4849, 0.3370, 0.4186, 0.3785, 0.3757, 0.3597, 0.2153, 0.2925, 0.3246, 0.4315, 0.3995]}